Molecular formula: C37H77F9IN8O2P2
Method: DFT, the ωB97M-V functional and the def2-TZVPD basis

```
136
C37H77F9IN8O2P2 the ωB97M-V functional and the def2-TZVPD basis
C 7.4299 -2.3691 1.8675
C 6.8019 -1.1276 2.4146
C 5.3710 -0.5688 1.7491
C 5.0109 0.9741 2.1977
C 5.9617 2.2123 1.6043
C 7.5737 2.0393 1.5326
C 8.2411 3.5547 1.5703
C 8.4206 3.9081 3.1949
I 10.2147 3.6748 0.6241
C 5.0575 2.6581 0.3262
C 5.2446 1.9862 -1.1488
C 4.3244 2.7088 -2.3463
C 6.7838 2.0371 -1.7477
C 7.3454 0.4756 -1.8871
C 8.9603 0.4551 -2.1793
N 3.6624 2.6228 0.9930
N 3.5395 3.9492 1.3720
C 3.4339 1.5089 2.0124
C 2.6466 0.3883 1.1121
C 1.1186 0.7590 0.6593
C -0.0326 -0.2928 1.2656
C -1.2795 0.6951 1.7658
C -2.7156 -0.0931 1.8975
C -3.8979 1.0879 1.8730
C 2.5240 1.7623 3.3411
F 1.7734 0.5068 3.7328
F 1.4124 2.7666 3.1279
C 3.2935 2.2233 4.7013
F 2.3291 3.1353 5.4309
F 4.5198 3.0258 4.5350
C 3.6261 1.0357 5.7802
F 2.4057 0.6856 6.5994
F 4.1853 -0.2100 5.2218
C 4.7423 1.5629 6.9092
F 4.4180 2.8896 7.4797
F 4.6516 0.5532 8.0272
F 6.1529 1.4468 6.4033
H 6.8097 -3.3743 1.9878
H 8.4771 -2.4208 1.3451
H 7.3625 -0.5602 3.2834
H 5.4821 -0.7185 0.5925
H 4.5681 -1.3631 2.1363
H 5.4119 0.9639 3.3229
H 5.8470 3.1361 2.3528
H 7.9159 1.5248 2.5542
H 7.9882 1.3549 0.6791
H 7.4773 4.3678 1.1637
H 9.3779 3.4008 3.6568
H 8.3859 5.0617 3.4049
H 7.4983 3.4417 3.7918
H 5.1903 3.8138 0.1038
H 4.9290 0.8358 -1.1979
H 4.7316 3.7612 -2.6578
H 4.4534 1.9861 -3.2878
H 3.1799 2.6837 -2.0854
H 7.5084 2.7443 -1.1620
H 6.7687 2.4485 -2.8685
H 7.0042 -0.1516 -0.9540
H 6.7697 0.0258 -2.8251
H 9.4416 -0.2448 -1.3471
H 9.2456 0.0153 -3.2435
H 9.3538 1.5765 -2.0730
H 3.0633 2.6244 0.1128
H 2.6118 4.3403 1.0794
H 3.6862 4.1092 2.3882
H 2.5750 -0.6858 1.6215
H 3.2824 0.2634 0.1093
H 1.0634 0.5851 -0.5213
H 0.8159 1.8906 0.8075
H 0.3885 -0.9681 2.1343
H -0.3593 -1.0306 0.4039
H -1.3964 1.5023 0.8970
H -0.9515 1.2868 2.7229
H -2.8974 -0.8387 1.0003
H -2.7559 -0.6392 2.9500
H -3.4421 2.1509 1.5800
H -4.3638 1.2222 2.9487
H -4.7619 0.8350 1.1209
O -6.4264 1.2400 -1.1544
P -7.9427 1.1345 -1.4494
N -8.1512 -0.0092 -0.2133
C -8.6157 -1.3758 -0.3042
C -8.0008 0.4531 1.1618
N -7.6948 0.3186 -2.9534
C -8.2245 -0.9898 -3.3101
C -6.3768 0.4631 -3.5881
N -9.6858 1.0131 -1.7885
C -10.0421 2.0592 -2.7806
C -10.6461 1.1968 -0.6869
H -9.5142 -1.4733 -0.9166
H -8.8958 -1.7963 0.6679
H -7.8334 -2.0256 -0.7068
H -8.8668 1.0470 1.4677
H -7.1164 1.0814 1.2721
H -7.8867 -0.3660 1.8817
H -7.6446 -1.8000 -2.8599
H -8.1928 -1.1361 -4.3974
H -9.2773 -1.1094 -3.0488
H -5.6296 -0.1611 -3.0922
H -6.0439 1.5057 -3.5671
H -6.4040 0.1803 -4.6476
H -9.8796 3.0624 -2.3669
H -11.0893 1.9710 -3.0924
H -9.4436 1.9773 -3.6928
H -10.4737 2.1391 -0.1566
H -10.6218 0.3799 0.0384
H -11.6756 1.1951 -1.0655
O -2.3941 -2.8843 -0.5117
P -2.5029 -4.0064 -1.5730
N -1.3047 -3.2810 -2.5310
C -1.4004 -2.7741 -3.8820
C 0.0610 -3.2895 -2.0189
N -4.0622 -3.4858 -2.1086
C -4.4104 -3.0988 -3.4682
C -4.8484 -2.6556 -1.1848
N -2.6280 -5.2964 -2.7931
C -3.5186 -6.3583 -2.2597
C -1.4082 -6.0057 -3.2157
H -1.9002 -3.4714 -4.5570
H -0.4215 -2.5972 -4.3411
H -1.9267 -1.8154 -3.9004
H 0.4993 -4.2881 -2.1011
H 0.0894 -3.0041 -0.9668
H 0.7224 -2.5904 -2.5443
H -4.0738 -2.0851 -3.7015
H -5.4989 -3.1175 -3.6083
H -4.0261 -3.7901 -4.2201
H -4.4786 -1.6276 -1.1663
H -4.8207 -3.0648 -0.1698
H -5.9082 -2.6285 -1.4662
H -3.0823 -6.8228 -1.3663
H -3.7016 -7.1370 -3.0091
H -4.5009 -5.9653 -1.9812
H -0.8604 -6.4092 -2.3579
H -0.7301 -5.3756 -3.7964
H -1.6556 -6.8344 -3.8904
```

Summary:
LUMO energy in eV: -2.9585
Total charge: +1
Kohn-Sham gap in Ha: 0.2221
E_HOMO in eV: -9.0